C55H30Cl7N5O2ReS | ωB97M-V/def2-TZVPD

XYZ file:
```
101
C55H30Cl7N5O2ReS | OMol25 | ωB97M-V/def2-TZVPD
Re -0.0556 0.0043 -0.1152
Cl -6.6678 3.3297 5.4446
C -5.6242 2.5514 4.3024
C -4.5714 3.2576 3.7429
C -3.7260 2.6208 2.8516
C -3.9076 1.2749 2.5330
C -4.9948 0.5955 3.0770
C -5.8553 1.2286 3.9583
C -2.9217 0.6428 1.6280
C -2.2046 -0.4791 2.0489
C -2.5069 -1.3103 3.1776
C -1.6665 -2.3731 3.1252
C -0.7900 -2.1687 2.0068
C 0.3091 -2.9778 1.7045
C 0.4263 -4.2723 2.4299
C 1.4415 -4.5223 3.3473
C 1.5249 -5.7448 3.9950
C 0.5955 -6.7329 3.7146
Cl 0.6946 -8.2615 4.5233
C -0.4171 -6.5085 2.7951
C -0.5008 -5.2783 2.1648
C 1.2887 -2.6652 0.7634
N 1.2687 -1.5853 -0.0848
C 2.4019 -1.6399 -0.8470
C 2.6413 -0.8903 -2.0017
C 4.0488 -0.7884 -2.4523
C 4.5013 -1.0907 -3.7344
C 5.8254 -0.8891 -4.0873
C 6.7143 -0.3798 -3.1551
Cl 8.3615 -0.0955 -3.6030
C 6.2971 -0.1010 -1.8627
C 4.9749 -0.3144 -1.5174
C 1.6044 -0.2578 -2.6965
C 1.6201 0.1771 -4.0566
C 0.3698 0.6145 -4.3573
C -0.4083 0.5323 -3.1623
N 0.3579 -0.0208 -2.1676
C -1.6736 1.1126 -3.0206
C -2.3077 1.3349 -1.8018
C -3.5793 1.9730 -1.6211
C -3.8711 1.9190 -0.2982
C -2.8137 1.1876 0.3390
N -1.8472 0.9072 -0.5800
C -2.3955 1.4729 -4.2695
C -2.7668 0.4550 -5.1466
C -3.4935 0.7281 -6.2925
C -3.8424 2.0390 -6.5783
Cl -4.7490 2.3913 -8.0111
C -3.4690 3.0692 -5.7306
C -2.7543 2.7817 -4.5786
C 3.2000 -2.7518 -0.4222
C 2.4928 -3.4086 0.5335
N -1.1424 -1.0126 1.3709
H -4.4088 4.2928 4.0089
H -2.8927 3.1602 2.4172
H -5.1828 -0.4314 2.7912
H -6.6993 0.7014 4.3809
H -3.2611 -1.1140 3.9187
H -1.6123 -3.2100 3.8013
H 2.1671 -3.7497 3.5714
H 2.3049 -5.9315 4.7203
H -1.1331 -7.2893 2.5790
H -1.2919 -5.0961 1.4484
H 3.8238 -1.5185 -4.4613
H 6.1714 -1.1262 -5.0840
H 6.9993 0.2867 -1.1375
H 4.6414 -0.0878 -0.5126
H 2.4660 0.1457 -4.7201
H 0.0164 1.0034 -5.2976
H -4.1791 2.3951 -2.4087
H -4.7540 2.2814 0.2010
H -2.4950 -0.5681 -4.9190
H -3.7967 -0.0683 -6.9578
H -3.7400 4.0882 -5.9697
H -2.4616 3.5892 -3.9190
H 4.1482 -3.0281 -0.8528
H 2.7588 -4.3217 1.0384
S 3.2620 3.2619 -0.2503
C 2.0681 3.6379 -1.4155
C 1.0522 2.7387 -1.4128
C 1.2081 1.6935 -0.4561
C 2.3630 1.8748 0.2747
C 2.7827 1.1122 1.4337
C 4.0139 1.3055 2.0693
C 4.2909 0.5942 3.2194
C 3.3270 -0.2648 3.7269
C 2.1420 -0.4136 3.0261
N 1.8896 0.2319 1.8948
H 2.1870 4.5144 -2.0323
H 0.2050 2.8149 -2.0795
H 4.7217 2.0113 1.6549
H 5.2378 0.7214 3.7279
H 3.4862 -0.7988 4.6533
H 1.3582 -1.0631 3.3941
Cl 1.8545 3.1905 3.9949
C 0.1950 3.3111 3.3763
Cl -0.8852 3.8104 4.6832
Cl 0.1541 4.5181 2.0872
C -0.2262 1.8436 2.8598
O -0.2927 0.9928 3.7328
O -0.4304 1.8034 1.6234
```

- multiplicity = 2
- relative energy (zero: lowest compared OMol25 entry of this formula, charge and spin) (kJ/mol) = 6.6
- Kohn-Sham gap (alpha / beta) (eV) = 5.319 / 5.659
- LUMO (alpha / beta) (Ha) = -0.069 / -0.070

Here are the Mulliken charges for atoms 1 to 99, given in e: 1.514, -0.226, 0.403, -1.310, 0.245, -0.517, -0.183, -1.072, 1.040, 0.475, -1.492, -1.427, 0.378, 0.722, -0.193, 0.077, -1.015, 0.405, -0.215, -1.057, 0.061, 0.567, 0.202, 0.341, 1.633, -0.354, -0.271, -1.102, 0.417, -0.222, -1.178, 0.427, 0.671, -1.850, -1.289, 0.115, -0.397, 1.081, 0.531, -1.768, -1.547, 0.761, 0.387, -0.249, -0.035, -1.017, 0.397, -0.212, -1.031, 0.024, -1.724, -1.611, -0.041, 0.450, 0.687, 0.635, 0.430, 0.719, 0.603, 0.565, 0.408, 0.412, 0.491, 0.637, 0.422, 0.444, 0.411, 0.639, 0.611, 0.612, 0.600, 0.484, 0.405, 0.416, 0.510, 0.605, 0.645, -0.360, -0.705, -1.275, 0.385, 1.521, -0.381, -0.476, -1.226, -1.080, -0.666, 0.985, 0.459, 0.423, 0.541, 0.452, 0.539, 0.639, -0.157, 0.932, -0.150, -0.154, -0.105